Entry 1:
A single C6H11N molecule, computed with wB97M-V/def2-TZVPD.

```
18
Properties=species:S:1:pos:R:3:nbo_charge:R:1
C -2.18141 -1.15618 -0.76214 -0.03
N -1.22459 -0.26003 -0.75386 -0.43
C -0.56016 0.08652 0.52103 0.15
C -1.28811 -0.17960 1.64578 -0.42
C 0.74128 0.76662 0.68417 -0.46
C 1.45473 0.96698 -0.63708 -0.41
C 2.46879 -0.18147 -0.71433 -0.63
H -2.74216 -1.36068 -1.66227 0.17
H -2.56779 -1.81206 0.05980 0.15
H -2.25650 -0.63150 1.78485 0.20
H -0.90589 0.15091 2.63252 0.19
H 1.34728 0.19908 1.45951 0.23
H 0.57121 1.68115 1.24263 0.23
H 1.97966 1.94980 -0.71543 0.21
H 0.69672 1.04296 -1.56368 0.23
H 3.24143 0.00702 0.08394 0.20
H 2.32872 -1.23370 -0.86070 0.22
H 3.06868 0.01002 -1.60876 0.21
```

Computed properties:
HOMO-LUMO gap: 9.3 eV
SMILES: C=NC(=C)CCC
E: -289.86725 Ha
relative energy (zero: lowest compared OMol25 entry of this formula, charge and spin): 274.2 kJ/mol

=====

Entry 2:
2 unconnected molecules or ions with the total composition C5H10N2O2S, computed with wB97M-V/def2-TZVPD.

```
20
Properties=species:S:1:pos:R:3:nbo_charge:R:1
C -3.39623 0.37511 0.46663 -0.52
C -2.50167 0.01524 -0.47366 0.01
N -1.27786 -0.59713 -0.31427 -0.45
C -0.51160 -0.97578 -1.51372 -0.41
C -0.61241 -0.40819 0.89580 -0.24
S 0.51298 1.14127 0.79535 -0.24
H -4.38071 0.71354 0.28231 0.21
H -3.07682 0.62827 1.46907 0.18
H -3.03372 0.01861 -1.48200 0.21
H -1.07547 -1.29840 -2.39248 0.22
H 0.01186 -0.05586 -1.83955 0.20
H 0.14898 -1.86344 -1.09785 0.21
H 0.10099 -1.13394 1.01799 0.21
H -1.33208 -0.26069 1.73955 0.24
H -0.05374 2.29136 1.32685 0.16
O 5.56636 -0.61572 1.64046 -0.51
C 4.85733 -0.12500 0.82255 0.79
N 3.84463 0.08543 0.23094 -0.26
O 3.41124 0.72785 -0.89651 -0.49
H 2.79794 1.33744 -0.67745 0.48
```

Computed properties:
HOMO-LUMO gap: 8.5 eV
SMILES: C=CN(C)CS.O=C=NO
E: -854.52316 Ha
relative energy (zero: lowest compared OMol25 entry of this formula, charge and spin): 377.3 kJ/mol

=====

Entry 3:
9 unconnected molecules or ions with the total composition C41H107N9O9, computed with wB97M-V/def2-TZVPD.

```
166
Properties=species:S:1:pos:R:3:mulliken_spin:R:1
C 4.54658 -5.68435 1.59257 0.06
C 4.09973 -4.70169 0.38274 0.00
C 5.30144 -4.60012 -0.65505 0.01
C 4.92669 -4.19491 -2.13647 -0.01
C 3.80194 -5.06784 -2.66230 0.01
C 2.60676 -5.02319 -1.70737 0.00
N 3.01503 -5.33982 -0.32334 0.65
O 1.92114 -5.38875 0.59346 0.08
C 1.88100 -3.69671 -1.96312 0.09
C 1.77781 -6.29373 -2.14537 0.03
C 3.93285 -3.23309 0.94480 0.12
H 3.76856 -5.65194 2.35530 0.00
H 5.44845 -5.34505 2.10209 0.00
H 4.67967 -6.72779 1.30689 -0.01
H 6.05682 -3.86591 -0.37500 0.00
H 5.83500 -5.54994 -0.61943 0.00
H 5.80774 -4.30526 -2.76868 0.00
H 4.86895 -3.13861 -2.39915 0.00
H 4.10079 -6.11252 -2.74846 0.00
H 3.67350 -4.65781 -3.66405 0.00
H 2.58749 -2.90299 -1.72024 -0.01
H 1.66026 -3.47234 -3.00668 0.00
H 1.09555 -3.54441 -1.22286 0.00
H 1.44647 -6.37909 -3.18027 0.00
H 2.27074 -7.24250 -1.93335 0.00
H 0.85259 -6.31491 -1.56951 0.00
H 4.77870 -2.80719 1.48447 0.00
H 3.17170 -3.31076 1.72117 0.00
H 3.48274 -2.58584 0.19210 -0.01
H 1.93467 -6.22043 1.07278 0.01
C -2.28960 1.52449 -2.93601 0.00
C -1.40128 2.81748 -2.91360 0.00
C -1.91367 3.85851 -3.92354 0.00
O -1.92530 3.42819 -5.26919 0.00
C -0.81315 2.78568 -5.74100 0.00
N -1.38805 3.28893 -1.56719 0.00
H -2.37217 1.12831 -3.94811 0.00
H -3.25242 1.69682 -2.45501 0.00
H -1.71138 0.79404 -2.37016 0.00
H -0.35484 2.69429 -3.19269 0.00
H -1.28967 4.75221 -3.91970 0.00
H -2.96806 4.07478 -3.75149 0.00
H -0.42333 1.84628 -5.34899 0.00
H 0.06958 3.42097 -5.81394 0.00
H -1.19162 2.54820 -6.73521 0.00
H -2.28569 3.01630 -1.19303 0.00
H -1.37232 4.29858 -1.58864 0.00
C 6.92257 1.58114 1.93850 0.00
C 5.70113 2.35557 2.52602 0.00
C 5.71304 2.66142 4.07015 0.00
O 4.32432 2.81047 4.58478 0.00
C 3.45562 1.61709 4.70377 0.00
N 5.56841 3.59415 1.77657 0.00
H 7.77977 2.23285 2.10757 0.00
H 6.92259 1.50524 0.85114 0.00
H 7.18660 0.59418 2.31838 0.00
H 4.84502 1.73696 2.25677 0.00
H 6.22449 3.58535 4.34010 0.00
H 6.22382 1.86705 4.61437 0.00
H 4.24054 0.92215 5.00217 0.00
H 3.04445 1.37608 3.72348 0.00
H 2.84791 1.66139 5.60755 0.00
H 5.27649 3.55070 0.81065 0.00
H 4.71273 3.94612 2.18156 0.00
C -1.90041 0.12246 0.91364 0.00
C -0.32322 -0.04110 0.75889 0.00
C 0.22983 -1.19019 1.67025 0.00
O 0.17830 -0.70419 3.00882 0.00
C 1.12562 -1.34152 3.90692 0.00
N 0.15461 -0.18262 -0.63348 0.00
H -2.48207 -0.75495 0.63094 0.00
H -2.31090 0.92669 0.30305 0.00
H -2.07799 0.25667 1.98067 0.00
H 0.23439 0.84716 1.05577 0.00
H 0.98148 -1.80402 1.17392 0.00
H -0.63101 -1.85809 1.63942 0.00
H 0.93861 -0.96472 4.91248 0.00
H 2.16727 -1.10365 3.69134 0.00
H 0.97568 -2.40225 4.10817 0.00
H 1.12029 0.01137 -0.85692 0.00
H -0.45882 0.35015 -1.23344 0.00
C -3.96877 -1.07646 7.67452 0.00
C -2.56017 -0.53586 7.32090 0.00
C -2.64943 0.68481 6.33471 0.00
O -1.32134 1.17318 6.09188 0.00
C -1.20357 1.47680 4.69354 0.00
N -1.83108 -0.24299 8.56176 0.00
H -3.85401 -2.15242 7.80588 0.00
H -4.74376 -0.90317 6.92789 0.00
H -4.28370 -0.61440 8.61016 0.00
H -1.94552 -1.30205 6.84840 0.00
H -3.13908 1.53806 6.80407 0.00
H -3.24796 0.48723 5.44543 0.00
H -1.63644 0.76796 3.98767 0.00
H -0.16250 1.37900 4.38578 0.00
H -1.60888 2.41668 4.31879 0.00
H -0.92425 0.17261 8.40347 0.00
H -2.27891 0.52898 9.03465 0.00
C -2.90635 -3.73391 -1.13062 0.00
C -2.86981 -2.77081 -2.23153 0.00
C -3.84089 -1.59235 -1.99346 0.00
O -5.12700 -2.08540 -1.73654 0.00
C -5.70480 -2.80687 -2.78799 0.00
N -1.52588 -2.33548 -2.18654 0.00
H -2.12348 -4.46047 -1.34821 0.00
H -3.91333 -4.13274 -1.00803 0.00
H -2.53771 -3.38797 -0.16495 0.00
H -3.05885 -3.28780 -3.17232 0.00
H -3.83646 -0.98755 -2.90027 0.00
H -3.44394 -0.90959 -1.24221 0.00
H -5.51160 -2.37111 -3.76824 0.00
H -6.76733 -2.83112 -2.54605 0.00
H -5.37240 -3.84470 -2.81040 0.00
H -1.37092 -1.60087 -1.51093 0.00
H -0.82953 -3.01332 -1.91133 0.00
C -5.68297 1.24919 -0.37481 0.00
C -6.61261 0.97616 -1.50526 0.00
C -7.77162 0.00380 -1.14656 0.00
O -8.84104 0.64529 -0.40663 0.00
C -9.85756 -0.26372 0.04710 0.00
N -7.13770 2.19478 -1.96893 0.00
H -4.83016 1.81212 -0.75420 0.00
H -5.38854 0.34311 0.15474 0.00
H -6.02480 2.00176 0.33575 0.00
H -6.06920 0.57147 -2.35910 0.00
H -7.54970 -0.96454 -0.69804 0.00
H -8.25505 -0.40820 -2.03237 0.00
H -9.69795 -1.26523 -0.35241 0.00
H -10.74822 0.05866 -0.49223 0.00
H -10.00363 -0.31312 1.12613 0.00
H -7.82094 2.48988 -1.28614 0.00
H -7.71388 2.11958 -2.79503 0.00
C 0.25065 6.74481 -1.90546 0.00
C 1.45224 5.95423 -1.26319 0.00
C 1.11983 5.38010 0.18263 0.00
O 2.12080 4.63873 0.71815 0.00
C 1.64954 3.94672 1.82223 0.00
N 1.77591 4.93620 -2.19161 0.00
H -0.23957 7.46329 -1.24853 0.00
H -0.55988 6.06607 -2.17087 0.00
H 0.58971 7.28864 -2.78716 0.00
H 2.35531 6.55849 -1.17696 0.00
H 0.17884 4.84217 0.06737 0.00
H 1.03335 6.13629 0.96288 0.00
H 0.70163 3.46613 1.58018 0.00
H 1.44260 4.61373 2.65912 0.00
H 2.44950 3.34851 2.25846 0.00
H 2.47094 4.29832 -1.83085 0.00
H 0.92329 4.40673 -2.30464 0.00
C 2.65803 0.33349 -5.16323 0.00
C 2.40180 -0.11571 -3.76271 0.00
C 2.67771 1.03099 -2.80508 0.00
O 2.66100 0.61359 -1.46551 0.00
C 3.55425 1.43579 -0.61805 0.00
N 1.01222 -0.65673 -3.77474 0.00
H 1.87001 1.01176 -5.49048 0.00
H 2.54593 -0.52521 -5.82517 0.00
H 3.66268 0.75584 -5.18349 0.00
H 3.18114 -0.82457 -3.48301 0.00
H 1.90982 1.79603 -2.91975 0.00
H 3.64360 1.40205 -3.14785 0.00
H 4.54783 1.42448 -1.06614 0.00
H 3.61406 1.12134 0.42389 0.00
H 3.24436 2.48015 -0.58077 0.00
H 0.84075 -1.30017 -3.01535 0.00
H 1.00581 -1.34881 -4.51033 0.00
```

Computed properties:
multiplicity: 2
HOMO-LUMO gap (alpha / beta): 7.7 / 3.1 eV
total charge: +1
E: -2795.58043 Ha
relative energy (zero: lowest compared OMol25 entry of this formula, charge and spin): 188.0 kJ/mol

=====

Entry 4:
A single C3H4N2OS molecule, computed with wB97M-V/def2-TZVPD.

```
11
Properties=species:S:1:pos:R:3:nbo_charge:R:1
C 1.64129 0.51929 -0.32040 -0.05
C -2.35340 0.62697 0.16427 0.50
C 1.24211 -0.96173 0.07092 -0.66
N 0.90034 1.44887 -0.47475 -0.16
N -1.19105 -0.05288 0.17896 -0.68
O -3.50423 0.34520 0.39991 -0.55
S -0.42737 -1.34907 -0.38246 0.72
H 2.75443 0.69265 -0.47005 0.23
H -2.17210 1.79177 -0.00890 0.12
H 1.80663 -1.83674 -0.35075 0.26
H 1.30335 -1.22434 1.19325 0.26
```

Computed properties:
HOMO-LUMO gap (alpha / beta): 7.8 / 8.1 eV
E: -699.49347 Ha
relative energy (zero: lowest compared OMol25 entry of this formula, charge and spin): 469.1 kJ/mol

=====

Entry 5:
A molecular structure, C20H42AsMoNO3PSi2Te, computed with wB97M-V/def2-TZVPD.

```
72
Properties=species:S:1:pos:R:3:lowdin_charge:R:1
Mo 0.05944 -0.45530 -0.26557 0.90
N -0.57335 -0.01170 1.28551 -0.24
C -1.10425 0.30998 2.54135 -0.35
C -2.40638 -0.02967 2.87862 -0.04
C -2.91137 0.30132 4.13079 -0.10
C -2.11645 0.97077 5.05237 -0.12
C -0.81275 1.30631 4.71025 -0.10
C -0.30723 0.97886 3.45854 -0.04
H -3.01156 -0.55217 2.14821 0.10
H -3.92926 0.03252 4.38504 0.09
H -2.50904 1.22431 6.02916 0.09
H -0.18155 1.82603 5.42034 0.10
H 0.70848 1.22767 3.17803 0.10
C 0.48357 -5.59695 -3.69608 -0.08
C 0.30078 -4.13320 -3.37372 -0.30
O 0.70223 -3.94159 -2.00530 -0.35
P 0.00570 -2.75668 -1.15645 0.03
O -0.00040 -1.53196 -2.09898 -0.47
Te 1.27906 -2.99619 0.87187 0.45
O -1.49821 -3.30427 -1.06450 -0.29
C -2.22165 -3.41936 0.16784 -0.34
C -2.27072 -4.86723 0.59607 -0.09
H 0.22778 -5.79503 -4.74003 0.07
H -0.15424 -6.21189 -3.05967 0.08
H 1.51906 -5.89720 -3.53056 0.08
H -0.73679 -3.82794 -3.51867 0.11
H 0.92513 -3.50293 -4.01025 0.11
H -3.22101 -3.02630 -0.02431 0.11
H -1.74899 -2.80095 0.93259 0.05
H -2.77821 -5.47707 -0.15371 0.07
H -2.81050 -4.95890 1.54223 0.08
H -1.25845 -5.24672 0.73798 0.05
C 5.24989 0.55749 -1.91486 -0.24
Si 3.55059 -0.24045 -1.97754 0.16
C 3.83075 -2.08215 -2.05216 -0.24
C 2.76793 0.27042 -3.59043 -0.23
As 2.43353 0.43122 -0.02509 0.61
Si 2.30497 2.74676 -0.41363 0.18
C 1.86384 3.45972 -2.09599 -0.22
C 3.95557 3.51835 0.04135 -0.26
C 1.08274 3.37481 0.85573 -0.25
H 5.81001 0.32202 -2.82735 0.02
H 5.80140 0.16109 -1.05744 0.03
H 5.20954 1.64167 -1.80630 0.00
H 4.85253 -2.24795 -2.41301 0.02
H 3.13325 -2.57163 -2.73655 0.02
H 3.71699 -2.56495 -1.08382 -0.03
H 3.29265 -0.23610 -4.40897 0.03
H 2.83817 1.34730 -3.75302 0.00
H 1.71428 -0.02037 -3.61828 0.02
H 2.70324 4.05729 -2.46641 0.02
H 0.98776 4.10800 -2.00647 0.02
H 1.63519 2.70362 -2.84248 -0.02
H 4.66111 3.49764 -0.79231 0.00
H 4.41720 2.99738 0.88365 0.02
H 3.79966 4.56600 0.32513 0.02
H 0.19838 2.73742 0.90492 -0.01
H 0.76526 4.39767 0.62651 0.03
H 1.54954 3.37312 1.84613 0.02
C -3.07873 0.07051 -1.18892 -0.10
C -2.07544 0.67887 -2.16928 -0.53
C -2.73121 1.81579 -2.95108 -0.10
C -0.81645 1.14997 -1.43138 -0.30
H -3.98626 -0.28028 -1.69076 0.07
H -3.36623 0.81361 -0.43677 0.08
H -2.65955 -0.78730 -0.65014 0.03
H -1.78827 -0.10093 -2.87846 0.10
H -3.04510 2.61442 -2.27014 0.07
H -3.61587 1.47469 -3.50086 0.07
H -2.03252 2.25192 -3.66883 0.07
H -1.08262 1.98414 -0.77269 0.04
H -0.09985 1.54326 -2.15438 0.02
```

Computed properties:
HOMO-LUMO gap (alpha / beta): 6.2 / 6.2 eV
total charge: -1
E: -4560.28393 Ha
relative energy (zero: lowest compared OMol25 entry of this formula, charge and spin): 98.6 kJ/mol

=====

Entry 6:
2 unconnected molecules or ions with the total composition C4H13NO3, computed with wB97M-V/def2-TZVPD.

```
21
Properties=species:S:1:pos:R:3:nbo_charge:R:1
N 1.10981 -1.25609 0.31665 -0.85
C 0.24518 -0.18005 0.15396 -0.04
C -0.47976 0.10067 1.46683 -0.10
O -1.04505 1.39701 1.18612 -0.73
C -0.70774 -0.34965 -1.08207 -0.47
C -1.62936 0.86343 -1.18834 -0.12
O -1.98177 1.34747 -2.52904 -0.72
H 1.78374 -1.34552 -0.26852 0.35
H 0.77485 -2.12503 0.65479 0.36
H 0.99247 0.70044 -0.20637 0.19
H 0.13817 -0.21349 2.34529 0.20
H -1.27444 -0.60962 1.65142 0.17
H -0.73327 2.06438 1.75423 0.48
H -1.22908 -1.34466 -0.86084 0.19
H -0.31799 -0.72622 -2.09699 0.23
H -1.39016 1.86910 -0.61251 0.24
H -2.61515 0.73222 -0.71407 0.17
H -2.22831 0.59668 -2.94708 0.44
O 3.63890 -0.22587 1.14075 -0.94
H 3.73848 -0.44816 0.21720 0.47
H 3.21047 -0.84703 1.61862 0.47
```

Computed properties:
HOMO-LUMO gap: 9.6 eV
SMILES: N[C@H](CO)CCO.O
E: -440.54835 Ha
relative energy (zero: lowest compared OMol25 entry of this formula, charge and spin): 438.1 kJ/mol

=====

Entry 7:
A single C3H4O2 molecule, computed with wB97M-V/def2-TZVPD.

```
9
Properties=species:S:1:pos:R:3:nbo_charge:R:1
O -2.43716 0.03093 -0.17209 -0.50
C -1.35031 -0.32521 0.25944 0.41
C -0.04068 -0.13737 -0.49515 -0.05
C 1.14800 0.47369 0.14920 -0.09
O 1.05429 -0.90842 -0.09907 -0.46
H -1.27515 -0.95298 1.21877 0.12
H -0.08532 -0.04380 -1.57006 0.21
H 1.81844 1.05146 -0.47037 0.19
H 1.16789 0.81170 1.17933 0.19
```

Computed properties:
HOMO-LUMO gap: 10.9 eV
SMILES: O=C[C@H]1CO1
E: -267.12278 Ha
relative energy (zero: lowest compared OMol25 entry of this formula, charge and spin): 183.8 kJ/mol

=====

Entry 8:
A molecular structure, C25H41BrN2P2Pb, computed with wB97M-V/def2-TZVPD.

```
72
Properties=species:S:1:pos:R:3:lowdin_charge:R:1
C 4.62185 -5.90867 -1.44436 0.00
C 4.11573 -4.68980 -1.97087 -0.22
C 4.56414 -4.36067 -3.25581 -0.03
C 5.50797 -5.18331 -3.91537 -0.12
N 5.99762 -6.29278 -3.37239 0.06
C 5.56679 -6.66440 -2.16725 -0.12
C 3.18871 -3.80616 -1.24613 0.10
C 2.27141 -3.48457 -0.50541 0.02
C 1.63210 -2.77219 0.48093 -0.26
C 0.49640 -3.23670 1.18466 0.03
C -0.09083 -2.42013 2.12882 -0.13
C 0.38633 -1.12983 2.38166 -0.76
C 1.61648 -0.75701 1.71171 -0.28
C 2.18945 -1.54114 0.70898 -0.05
Pb 0.59602 1.58961 0.56874 1.48
P -3.03762 0.07470 0.98859 0.85
H 4.23483 -3.48013 -3.79322 0.10
H 4.33786 -6.31598 -0.46809 0.12
H 5.88630 -4.93319 -4.90805 0.11
H 5.99710 -7.58999 -1.76654 0.12
H 3.07910 -1.23487 0.11698 0.15
H 0.09564 -4.21688 0.94447 0.14
H 2.21927 0.14161 1.86759 0.02
H -0.99134 -2.67080 2.66586 0.09
C -4.25549 1.39223 1.24713 -0.43
C -5.37597 1.52213 0.20640 -0.14
H -3.68569 2.34059 1.32064 0.06
H -4.66755 1.22396 2.25675 0.09
H -6.10903 2.23012 0.61577 0.09
H -5.00595 1.92630 -0.74515 0.06
H -5.88929 0.57029 0.02431 0.06
C -2.78005 -0.11089 -0.80646 -0.44
C -2.67978 -1.54105 -1.31944 -0.14
H -1.83250 0.44643 -1.03088 0.02
H -3.59992 0.44853 -1.30251 0.07
H -2.53186 -1.51377 -2.40318 0.08
H -1.82004 -2.06465 -0.88286 0.07
H -3.60429 -2.09470 -1.14448 0.08
C -3.94306 -1.39814 1.62445 -0.41
C -5.45159 -1.44281 1.44872 -0.14
H -3.69407 -1.40804 2.69398 0.06
H -3.47662 -2.27366 1.15301 0.07
H -5.81206 -2.38062 1.88079 0.09
H -5.91128 -0.62119 1.99951 0.07
H -5.75498 -1.43936 0.39319 0.08
Br -0.89682 -0.19673 3.25457 0.85
P 0.75070 3.94119 -0.52251 0.96
C -1.02377 3.38504 -0.70725 -0.48
C -1.80021 4.23916 -1.70552 -0.12
H -1.51283 3.45114 0.27913 0.08
H -1.03104 2.33856 -1.10264 0.03
H -2.63829 3.65728 -2.11025 0.09
H -2.24194 5.12307 -1.22691 0.10
H -1.16863 4.56813 -2.53975 0.08
C 1.11054 4.36972 1.24781 -0.45
C 1.66611 5.81637 1.22067 -0.14
H 1.85571 3.68778 1.72346 0.07
H 0.17701 4.34375 1.85594 0.10
H 1.60342 6.26710 2.21539 0.09
H 2.70831 5.83105 0.89892 0.08
H 1.10808 6.44572 0.53869 0.07
C 1.81719 2.54029 -1.16117 -0.58
C 2.28668 2.70738 -2.59717 -0.09
H 1.19020 1.56753 -1.29742 0.02
H 2.67674 2.41026 -0.45601 0.10
H 3.11045 2.00943 -2.73006 0.10
H 1.47500 2.40149 -3.25446 0.10
H 2.58551 3.73727 -2.77174 0.09
N 2.23670 0.78419 4.04152 -0.02
H 3.21594 0.60454 3.72050 0.04
H 1.81750 -0.21286 4.06822 0.03
H 2.32146 1.25374 4.95285 0.04
```

Computed properties:
HOMO-LUMO gap: 4.8 eV
total charge: +2
E: -4535.46307 Ha
relative energy (zero: lowest compared OMol25 entry of this formula, charge and spin): 320.0 kJ/mol